Entry 1:
{"formula": "C12H18BiCl2N2", "method": "wB97M-V/def2-TZVPD", "charge": -1, "homo_ev": [-2.467, -2.468], "relative_energy_ev": 0.022, "homo_lumo_gap_ha": [0.199, 0.199], "symbols": ["Bi", "Cl", "Cl", "C", "H", "H", "C", "C", "H", "C", "H", "C", "H", "H", "C", "H", "H", "C", "H", "H", "H", "H", "N", "C", "C", "C", "N", "C", "C", "H", "H", "H", "H", "H", "H"], "xyz": [[2.666, 0.049, -1.107], [1.375, -2.105, -0.950], [2.312, 1.340, 0.996], [4.254, -0.936, -0.174], [4.893, -0.385, 0.529], [4.401, -2.001, -0.376], [-0.371, 1.367, -1.533], [0.507, 1.434, -2.487], [-0.272, 1.961, -0.617], [0.421, 0.648, -3.780], [1.316, 2.177, -2.448], [-0.939, -0.057, -3.943], [0.584, 1.311, -4.645], [1.225, -0.110, -3.823], [-1.459, -0.623, -2.628], [-1.661, 0.683, -4.314], [-0.862, -0.849, -4.698], [-1.568, 0.481, -1.562], [-2.437, -1.095, -2.772], [-0.769, -1.396, -2.262], [-2.471, 1.083, -1.774], [-1.709, 0.041, -0.564], [-0.656, -0.521, 5.500], [-0.693, -0.332, 4.158], [-0.506, -1.413, 3.264], [-0.587, -1.162, 1.895], [-0.872, 0.046, 1.403], [-0.984, 1.089, 2.227], [-0.913, 0.955, 3.613], [-0.519, -1.439, 5.900], [-0.820, 0.241, 6.143], [-0.309, -2.420, 3.629], [-0.414, -1.960, 1.170], [-1.133, 2.072, 1.773], [-1.029, 1.825, 4.256]], "forces_ev_per_a": [[2.2, -1.1, 0.5], [-0.8, -1.1, -0.3], [-0.2, 1.2, 0.8], [0.2, 0.3, -0.5], [-0.2, -0.4, -0.2], [0.1, 0.4, 0.2], [-1.6, 0.3, 1.7], [0.9, 1.0, -2.2], [0.2, -0.1, -0.4], [-0.1, -0.3, 0.0], [-0.3, -0.4, 0.1], [0.0, 0.2, -0.1], [0.0, -0.1, 0.3], [-0.1, 0.2, 0.1], [0.2, 0.0, 0.3], [0.0, -0.1, 0.0], [0.0, 0.1, 0.0], [-0.6, -0.7, -0.3], [0.1, 0.0, 0.0], [-0.1, 0.2, -0.1], [0.2, 0.0, 0.1], [0.1, 0.2, -0.4], [0.0, -0.2, 1.3], [0.0, 0.2, -1.3], [-0.1, 0.6, 0.0], [-0.2, 0.4, 0.7], [0.3, 0.2, -0.2], [0.1, -0.8, 0.6], [0.0, -0.4, -0.3], [0.0, 0.4, -0.3], [0.1, -0.3, -0.3], [0.0, 0.2, 0.0], [-0.1, 0.2, 0.1], [0.0, -0.3, 0.1], [0.1, -0.2, 0.0]], "mulliken_charge": [0.772, -0.599, -0.582, -0.900, 0.183, 0.184, -0.136, -0.791, 0.220, -0.326, 0.554, -0.884, 0.257, 0.197, -0.582, 0.322, 0.367, -0.124, 0.369, 0.124, 0.288, 0.178, -0.481, 1.195, -0.749, -0.339, -0.125, -0.409, -0.682, 0.180, 0.177, 0.261, 0.315, 0.307, 0.257]}



Entry 2:
{"formula": "C12H18BrFN3S3", "method": "wB97M-V/def2-TZVPD", "charge": 1, "homo_ev": -10.339, "relative_energy_ev": 6.771, "homo_lumo_gap_ha": 0.229, "symbols": ["C", "C", "Br", "C", "C", "C", "S", "C", "C", "C", "C", "S", "C", "N", "S", "N", "C", "C", "F", "H", "H", "H", "H", "H", "H", "H", "H", "H", "H", "H", "H", "H", "H", "N", "H", "H", "H", "H"], "xyz": [[-4.106, 2.084, 1.120], [-3.421, 2.807, -0.182], [-3.848, 1.760, -1.820], [-1.849, 3.083, 0.041], [-0.872, 2.262, -0.928], [-0.216, 0.855, -0.516], [-0.641, 0.120, 1.118], [0.753, 0.162, -1.507], [1.534, -1.242, -1.229], [0.606, -2.428, -0.716], [0.752, -2.954, 0.775], [1.983, -2.166, 1.891], [0.987, 0.888, -2.897], [1.843, 0.424, -3.986], [1.806, 1.506, -5.321], [0.749, 2.724, -4.706], [0.366, 2.274, -3.394], [-0.581, 2.924, -2.325], [-1.162, 4.205, -2.660], [-3.275, 1.944, 1.902], [-4.488, 1.066, 0.733], [-4.957, 2.744, 1.528], [-3.975, 3.817, -0.287], [-1.493, 2.859, 1.122], [-1.622, 4.211, -0.119], [-0.058, 0.873, 2.152], [2.476, -1.010, -0.628], [1.915, -1.547, -2.284], [-0.498, -2.104, -0.878], [0.749, -3.329, -1.434], [-0.284, -2.885, 1.294], [0.986, -4.091, 0.744], [1.906, -0.782, 1.902], [3.588, -4.211, 4.300], [2.939, -3.620, 3.763], [3.507, -3.990, 5.297], [3.356, -5.198, 4.149], [4.548, -4.035, 3.988]], "forces_ev_per_a": [[0.6, -0.1, -1.0], [-0.7, 1.0, 1.8], [0.2, 0.6, 0.7], [1.3, 0.0, -0.5], [1.3, 0.7, -3.3], [2.1, 1.5, -3.9], [0.3, 0.5, -0.6], [-1.8, 2.1, 0.8], [-0.2, 1.1, -1.7], [-0.7, -0.1, -0.9], [-2.1, -0.5, -0.1], [0.8, -0.2, 0.2], [0.8, 1.1, -2.8], [-2.3, 2.1, 1.6], [-2.1, 0.1, 4.6], [0.0, -3.2, 3.6], [0.1, -0.8, 0.8], [0.3, -1.3, 1.7], [1.4, -3.5, 1.1], [-1.5, 0.1, -1.0], [0.5, 1.6, 1.1], [1.4, -1.2, -0.6], [1.2, -1.7, -0.2], [-1.0, 0.2, -1.8], [-0.5, -2.0, 0.1], [-0.3, -0.2, -1.5], [-1.4, -0.5, -0.5], [-0.6, 0.6, 1.8], [1.9, -0.5, 0.4], [-0.1, 1.5, 1.3], [1.8, 0.0, -0.9], [0.1, 2.0, 0.3], [-0.6, -1.2, -0.4], [0.1, -0.2, 0.2], [-0.2, 0.3, -0.3], [0.0, 0.0, -0.1], [0.0, 0.1, 0.0], [-0.1, 0.0, 0.0]], "mulliken_charge": [-0.826, -0.024, -0.155, -1.046, -0.088, 0.746, -0.281, -0.223, -0.612, -0.739, -0.471, -0.394, 0.347, -0.553, 0.233, -0.589, 0.272, 0.444, -0.313, 0.201, 0.283, 0.269, 0.438, 0.378, 0.300, 0.167, 0.462, 0.293, 0.336, 0.370, 0.315, 0.398, 0.156, -0.398, 0.107, 0.395, 0.394, 0.408]}



Entry 3:
{"formula": "C12H18BrN2OsSTe", "method": "wB97M-V/def2-TZVPD", "charge": 1, "homo_ev": [-10.673, -10.770], "relative_energy_ev": 0.625, "homo_lumo_gap_ha": [0.201, 0.209], "symbols": ["Os", "C", "C", "N", "C", "C", "S", "C", "C", "N", "H", "H", "H", "H", "H", "H", "H", "H", "H", "H", "H", "H", "H", "H", "Te", "Br", "C", "C", "C", "C", "C", "C", "H", "H", "H", "H"], "xyz": [[0.056, 0.208, 1.161], [1.911, -1.943, -0.024], [2.889, -0.792, 0.031], [2.370, 0.241, 0.935], [2.789, 1.607, 0.612], [2.191, 2.082, -0.697], [0.466, 1.552, -0.967], [0.657, 0.165, -2.137], [0.129, -1.148, -1.609], [0.519, -1.485, -0.224], [1.930, -2.475, 0.926], [2.212, -2.639, -0.812], [3.038, -0.364, -0.956], [3.860, -1.168, 0.359], [2.695, 0.037, 1.872], [3.878, 1.697, 0.549], [2.446, 2.246, 1.421], [2.758, 1.761, -1.569], [2.172, 3.170, -0.709], [1.700, 0.122, -2.439], [0.074, 0.428, -3.019], [0.446, -1.931, -2.305], [-0.959, -1.116, -1.617], [-0.088, -2.245, 0.061], [0.099, 0.474, 3.617], [-6.551, 0.161, 0.039], [-4.713, 0.144, 0.452], [-3.973, -1.000, 0.221], [-2.612, -0.993, 0.502], [-1.961, 0.139, 1.014], [-2.762, 1.267, 1.268], [-4.117, 1.279, 0.988], [-4.456, -1.887, -0.167], [-2.061, -1.913, 0.338], [-2.319, 2.158, 1.699], [-4.712, 2.161, 1.186]], "forces_ev_per_a": [[0.5, 0.1, 1.2], [0.1, -0.2, -0.1], [-0.1, 0.0, -0.1], [-0.1, 0.1, 0.3], [0.1, 0.1, 0.0], [-0.1, 0.2, -0.2], [-0.3, -0.6, 1.1], [0.1, 0.3, -0.2], [-0.1, -0.2, -0.3], [-0.2, 0.7, 0.4], [0.0, 0.0, 0.0], [-0.1, 0.0, 0.0], [0.0, 0.0, 0.0], [0.0, 0.0, 0.0], [-0.1, 0.0, 0.1], [0.0, 0.0, 0.0], [0.0, 0.0, 0.1], [0.0, 0.0, 0.0], [0.0, 0.0, -0.1], [0.0, 0.0, 0.0], [0.1, 0.0, 0.0], [0.0, -0.1, 0.1], [0.0, 0.0, 0.0], [0.0, 0.0, 0.1], [0.3, -0.2, -1.5], [0.0, 0.0, 0.0], [0.0, 0.0, 0.0], [0.1, -0.1, 0.0], [-0.1, 0.1, 0.1], [-0.1, 0.0, -0.7], [-0.1, 0.0, -0.2], [0.1, 0.0, 0.1], [0.0, 0.0, 0.0], [-0.1, 0.0, 0.0], [0.0, 0.0, 0.0], [0.0, 0.0, 0.0]], "mulliken_charge": [0.651, -0.852, -0.593, -0.272, -0.746, -0.639, -0.117, -0.649, -0.706, -0.267, 0.445, 0.403, 0.221, 0.424, 0.382, 0.334, 0.383, 0.419, 0.445, 0.371, 0.560, 0.432, 0.325, 0.244, -0.176, -0.147, 0.116, -0.670, -0.184, 0.209, -0.404, -0.607, 0.430, 0.435, 0.384, 0.420]}



Entry 4:
{"formula": "C12H18BrNNiO2PTe", "method": "wB97M-V/def2-TZVPD", "charge": -1, "homo_ev": [-4.757, -4.757], "relative_energy_ev": 1.132, "multiplicity": 3, "homo_lumo_gap_ha": [0.264, 0.209], "symbols": ["Ni", "Br", "C", "C", "C", "C", "C", "N", "C", "O", "O", "H", "H", "H", "Te", "C", "C", "P", "C", "C", "C", "C", "H", "H", "H", "H", "H", "H", "H", "H", "H", "H", "H", "H", "H", "H", "H"], "xyz": [[-1.718, -7.513, -13.058], [-6.323, -8.841, -7.949], [-4.055, -7.944, -14.876], [-4.763, -8.616, -15.904], [-4.071, -9.512, -16.651], [-2.675, -9.873, -16.356], [-2.083, -9.125, -15.314], [-2.805, -8.265, -14.612], [-0.654, -9.330, -14.855], [-0.095, -10.303, -15.345], [-0.204, -8.523, -13.973], [-5.796, -8.350, -16.065], [-4.552, -10.061, -17.473], [-2.145, -10.664, -16.912], [-0.581, -6.887, -10.892], [-2.624, -8.586, -6.772], [-1.748, -7.722, -7.729], [-2.349, -7.600, -9.467], [-3.135, -9.131, -9.959], [-2.085, -10.184, -10.196], [-3.690, -6.424, -9.244], [-4.530, -6.211, -10.418], [-2.290, -8.414, -5.761], [-2.493, -9.617, -7.021], [-3.696, -8.353, -6.827], [-0.761, -8.166, -7.771], [-1.590, -6.668, -7.450], [-3.550, -8.921, -10.929], [-3.914, -9.373, -9.271], [-1.167, -9.746, -10.675], [-2.443, -11.079, -10.746], [-1.735, -10.477, -9.217], [-3.243, -5.503, -8.879], [-4.321, -6.844, -8.408], [-3.927, -6.025, -11.333], [-5.084, -5.249, -10.318], [-5.290, -6.995, -10.496]], "forces_ev_per_a": [[0.4, -0.2, -0.1], [0.2, 0.1, -0.1], [1.6, -2.1, -0.9], [-0.3, 1.9, 1.4], [2.8, -2.3, -0.6], [-2.0, 1.6, 0.3], [-0.3, -1.7, -1.4], [-1.9, 2.2, 0.9], [0.6, -0.3, 0.5], [0.4, -0.1, -0.3], [-0.7, -0.1, -0.4], [-0.1, -0.2, -0.2], [0.1, 0.4, 0.4], [-0.2, 0.7, 0.5], [-0.1, 0.2, -0.1], [-0.1, 1.5, -0.7], [-0.1, -0.4, -0.2], [-0.3, 0.4, 1.2], [1.0, 0.1, -1.2], [1.1, -0.5, 0.1], [0.1, -0.4, 2.0], [-1.3, 1.5, -1.7], [0.1, 0.0, 0.4], [0.0, -0.7, -0.1], [0.2, -0.1, -0.1], [0.4, -0.1, 0.0], [-0.3, -0.4, 0.2], [-0.7, 0.4, -0.4], [-0.7, -0.2, 0.6], [-1.0, -0.5, 0.0], [0.2, 0.7, 0.3], [0.2, -0.7, 0.3], [0.2, 0.1, 0.0], [0.5, 0.2, -0.6], [-0.4, -0.6, 0.2], [0.1, -0.6, 0.1], [0.3, 0.0, -0.4]], "mulliken_spin": [0.999, 0.000, 0.878, 0.030, 0.010, -0.024, 0.026, 0.049, -0.024, 0.003, 0.035, 0.006, 0.010, 0.001, -0.009, 0.001, 0.001, 0.011, -0.010, -0.001, -0.007, 0.017, 0.000, 0.000, 0.000, 0.000, 0.001, 0.001, 0.002, -0.001, 0.002, 0.000, 0.000, 0.000, -0.009, 0.000, -0.001]}